[1]
Entry from OMol25: a single C4H8N2 molecule (ωB97M-V/def2-TZVPD).

Computed properties:
**Calculated total energy**: -266.6378 Eh
**SMILES**: C1N[C@H]1[C@H]1CN1
**HOMO energy**: -9.27 eV
**Net charge**: 0
**Molar mass**: 84.12 g mol⁻¹
**Relative energy (zero: lowest compared OMol25 entry of this formula, charge and spin)**: 221.0 kJ/mol
**HOMO-LUMO gap**: 10.344 eV

Each line ends with the Mulliken charge.
Cartesian coordinates (Å):
C: 1.8505 0.0559 -0.1056  -0.563
N: 1.3952 -1.2305 0.4018  -0.629
C: 0.6334 -0.5837 -0.6544  -0.113
C: -0.5736 0.2837 -0.4278  -0.068
C: -1.9101 -0.0569 0.1157  -0.345
N: -0.8905 0.5610 0.9628  -0.546
H: 2.7705 0.1081 -0.6772  0.279
H: 1.6524 0.9160 0.5346  0.250
H: 0.9563 -1.1032 1.3107  0.328
H: 0.6789 -1.1158 -1.6036  0.385
H: -0.5629 1.1245 -1.1259  0.304
H: -2.1853 -1.0793 0.3582  0.227
H: -2.7418 0.5733 -0.2017  0.267
H: -1.0730 1.5469 1.1124  0.225

[2]
Entry from OMol25: a 2-piece molecular cluster, CH5N4 overall at a distorted geometry (ωB97M-V/def2-TZVPD).

Computed properties:
**Calculated total energy**: -259.6198 Eh
**HOMO energy**: -13.24 eV
**Net charge**: +1
**Molar mass**: 73.08 g mol⁻¹
**Relative energy (zero: lowest compared OMol25 entry of this formula, charge and spin)**: 503.8 kJ/mol
**HOMO-LUMO gap**: 8.698 eV

Each line ends with the Mulliken charge.
Cartesian coordinates (Å):
C: 0.3852 -1.2899 0.8344  0.102
N: -0.3100 2.1122 -0.0354  -0.379
N: -0.1426 1.2580 0.7829  -0.110
N: -0.2419 -1.8250 -0.1372  0.036
N: 0.6601 -0.9307 -0.6620  -0.120
H: -0.8305 3.1451 0.0163  0.290
H: -0.6020 1.3835 1.7382  0.220
H: -0.8190 -2.6161 -0.5387  0.340
H: 0.3400 -0.0111 -0.8721  0.298
H: 1.5607 -1.2259 -1.1264  0.322

[3]
Entry from OMol25: a 9-piece molecular cluster, C37H49BBr2F8NO29P overall at a distorted geometry (ωB97M-V/def2-TZVPD).

Computed properties:
**Calculated total energy**: -9989.4142 Eh
**SMILES**: CCB(O)[C@]1([C@H](Br)CC)OC(=O)O[C@]1(CCCCCN)P(O)Br.O=C1OC[C@@H](F)O1.O=C1OC[C@@H](F)O1.O=C1OC[C@@H](F)O1.O=C1OC[C@@H](F)O1.O=C1OC[C@@H](F)O1.O=C1OC[C@@H](F)O1.O=C1OC[C@@H](F)O1.O=C1OC[C@@H](F)O1
**HOMO energy**: -9.47 eV
**Net charge**: 0
**Molar mass**: 1325.35 g mol⁻¹
**HOMO-LUMO gap**: 9.606 eV

Each line ends with the Mulliken charge.
Cartesian coordinates (Å):
C: 0.7796 -5.1511 1.1934  -0.775
C: 0.0808 -4.3396 0.0721  0.027
B: -1.3261 -3.7874 0.5028  0.682
O: -2.2437 -4.6123 1.0863  -0.714
C: -1.8147 -2.2287 0.2644  0.982
C: -3.1470 -2.3253 -0.4752  -0.461
Br: -2.7741 -3.4352 -2.0773  -0.150
C: -3.9434 -1.1089 -0.9472  -0.701
C: -3.2200 -0.0751 -1.8274  -1.056
O: -0.7713 -1.5831 -0.5273  -0.313
C: 0.1716 -1.1919 0.3240  0.153
O: 1.2123 -0.7362 0.0046  -0.674
O: -0.2193 -1.3561 1.6059  -0.311
C: -1.6888 -1.3537 1.5537  0.668
C: -2.1002 0.1250 1.3893  -0.972
C: -1.5497 1.0702 2.4921  -1.027
C: -0.7252 2.2509 1.9359  -0.485
C: 0.7925 2.0003 1.9990  -0.451
C: 1.5934 2.7287 0.9024  -0.442
N: 1.0321 4.0150 0.4608  -0.548
P: -2.4624 -1.7979 3.2135  -0.008
O: -3.7140 -2.6454 2.5794  -0.447
Br: -1.0117 -3.3281 3.9556  -0.274
H: 0.0802 -5.4641 1.9757  0.182
H: 1.5473 -4.5503 1.6899  0.031
H: 1.2582 -6.0526 0.8026  0.171
H: -0.0859 -5.0002 -0.7931  0.051
H: 0.7587 -3.5641 -0.2975  0.297
H: -2.1243 -5.5402 0.8401  0.308
H: -3.7776 -2.9615 0.1434  0.496
H: -4.7791 -1.5171 -1.5264  0.584
H: -4.4047 -0.6368 -0.0719  0.372
H: -2.9476 0.8209 -1.2660  0.174
H: -3.8901 0.2583 -2.6261  0.446
H: -2.3315 -0.4963 -2.3029  0.226
H: -3.1926 0.1911 1.3889  0.352
H: -1.7636 0.4740 0.4091  0.142
H: -0.9096 0.5145 3.1889  0.624
H: -2.3895 1.4602 3.0713  0.538
H: -1.0541 2.4779 0.9159  0.230
H: -0.9515 3.1251 2.5532  0.393
H: 1.1652 2.2960 2.9872  0.472
H: 0.9842 0.9283 1.8929  0.012
H: 2.6029 2.9219 1.2873  0.126
H: 1.7195 2.0835 0.0269  0.171
H: 0.5668 4.4704 1.2399  0.207
H: 0.3376 3.8724 -0.2627  0.247
H: -4.4314 -2.6939 3.2283  0.339
O: 3.9049 -6.1350 1.3001  -0.504
C: 4.4873 -5.2632 1.8530  0.518
O: 5.2092 -4.3011 1.2393  -0.141
C: 5.6094 -3.3362 2.2147  -0.376
C: 5.5319 -4.1408 3.4982  0.296
F: 5.1500 -3.3954 4.5586  -0.290
O: 4.5226 -5.0870 3.2015  -0.324
H: 4.8891 -2.5163 2.2376  0.215
H: 6.5991 -2.9555 1.9822  0.289
H: 6.4489 -4.6724 3.7593  0.284
O: -0.5070 -7.5434 -1.7550  -0.517
C: 0.6629 -7.7318 -1.8410  0.673
O: 1.5990 -6.7623 -1.8885  -0.223
C: 2.8927 -7.3744 -1.7970  0.191
C: 2.6075 -8.7770 -2.2857  0.374
F: 3.3668 -9.7124 -1.6708  -0.290
O: 1.2502 -8.9561 -1.9074  -0.376
H: 3.2148 -7.3706 -0.7544  0.085
H: 3.6171 -6.8474 -2.4071  -0.183
H: 2.6973 -8.9112 -3.3646  0.303
O: 5.5053 2.4591 0.6965  -0.537
C: 5.1242 1.6894 -0.1195  0.633
O: 4.4052 2.0085 -1.2188  -0.333
C: 4.2761 0.8442 -2.0363  -0.448
C: 4.4955 -0.2709 -1.0342  0.872
F: 5.1334 -1.3391 -1.5752  -0.264
O: 5.3465 0.3441 -0.0833  -0.297
H: 5.0660 0.8397 -2.7899  0.320
H: 3.3004 0.8223 -2.5119  0.303
H: 3.5866 -0.6158 -0.5371  -0.143
O: -3.4532 3.8331 2.2776  -0.464
C: -3.2643 4.9561 1.9455  0.525
O: -2.0501 5.5119 1.7317  -0.127
C: -2.2324 6.8272 1.1886  -0.190
C: -3.6379 7.1545 1.6494  0.301
F: -4.3220 7.9060 0.7515  -0.298
O: -4.2423 5.8776 1.7321  -0.356
H: -2.1941 6.7770 0.0991  0.251
H: -1.4671 7.5020 1.5573  0.088
H: -3.6982 7.6409 2.6244  0.288
O: -6.3002 -1.3860 -7.0092  -0.498
C: -5.7476 -2.2849 -6.4732  0.650
O: -5.9906 -2.7093 -5.2104  -0.333
C: -5.2444 -3.9067 -4.9774  -0.119
C: -4.1421 -3.7937 -6.0108  0.411
F: -3.7652 -4.9953 -6.5052  -0.288
O: -4.7592 -3.0379 -7.0337  -0.332
H: -5.8718 -4.7753 -5.1836  0.277
H: -4.8822 -3.9256 -3.9551  -0.055
H: -3.2515 -3.2641 -5.6663  0.266
O: 0.2508 9.3272 1.0392  -0.511
C: 1.1243 8.5940 1.3699  0.632
O: 2.4440 8.8171 1.2109  -0.348
C: 3.1702 7.7700 1.8711  -0.466
C: 2.1392 6.6609 1.9158  0.276
F: 2.2350 5.9031 3.0348  -0.323
O: 0.9205 7.3878 1.9632  -0.274
H: 3.4349 8.0910 2.8797  0.283
H: 4.0638 7.5198 1.3086  0.289
H: 2.1246 6.0011 1.0467  0.418
O: -6.8509 11.2494 4.5960  -0.497
C: -7.1137 10.7313 3.5658  0.643
O: -6.2078 10.2328 2.6889  -0.298
C: -6.9077 9.5448 1.6508  -0.384
C: -8.2798 10.1850 1.7187  0.342
F: -9.2739 9.3172 1.4190  -0.281
O: -8.3747 10.5552 3.0786  -0.311
H: -6.9677 8.4827 1.8934  0.236
H: -6.4003 9.6775 0.7007  0.275
H: -8.3985 11.0757 1.0990  0.268
O: 5.3696 -6.9847 -4.2323  -0.506
C: 6.0092 -6.1164 -3.7376  0.650
O: 6.7263 -5.1939 -4.4146  -0.341
C: 7.2308 -4.2354 -3.4796  -0.256
C: 7.2001 -5.0153 -2.1784  0.255
F: 6.9125 -4.2348 -1.1163  -0.182
O: 6.1298 -5.9163 -2.3973  -0.252
H: 6.5489 -3.3855 -3.4221  0.195
H: 8.2208 -3.9053 -3.7783  0.287
H: 8.1054 -5.5868 -1.9657  0.180

[4]
Entry from OMol25: C12H18AsF8MnO9 as an isolated structure at a distorted geometry (ωB97M-V/def2-TZVPD).

Computed properties:
**Calculated total energy**: -5330.7880 Eh
**HOMO energy (alpha / beta)**: -7.32 / -6.33 eV
**Net charge**: -1
**Molar mass**: 588.11 g mol⁻¹
**2S+1**: 6
**HOMO-LUMO gap (alpha / beta)**: 5.102 / 4.645 eV

Each line ends with the Mulliken charge.
Cartesian coordinates (Å):
Mn: -18.1181 23.2733 -17.8883  1.376
As: -12.2386 23.6842 -17.8719  1.966
F: -12.9601 25.3406 -17.6648  -0.497
F: -12.2734 23.6266 -16.0424  -0.502
F: -11.7275 21.9694 -18.0105  -0.495
F: -12.4265 23.9812 -19.6358  -0.493
F: -10.6125 24.3599 -18.0124  -0.475
F: -13.8664 23.0087 -17.9061  -0.508
F: -17.6311 26.4924 -19.0418  -0.680
F: -17.8302 23.7859 -14.5601  -0.685
C: -18.2185 19.3221 -27.0566  -1.315
C: -18.3815 20.7299 -26.4339  0.392
C: -19.7404 21.2772 -26.0104  -0.408
O: -19.4935 21.7752 -24.7694  -0.315
C: -18.2923 21.3664 -24.2320  0.635
O: -17.9012 21.6016 -23.1009  -0.533
O: -17.6624 20.6519 -25.2473  -0.329
H: -19.0514 19.0226 -27.6927  0.364
H: -18.2402 18.5325 -26.3055  0.351
H: -17.2599 19.2492 -27.5703  0.319
H: -17.9413 21.5357 -27.0212  0.268
H: -20.5150 20.5265 -25.8545  0.280
H: -20.0780 22.0119 -26.7414  0.288
C: -25.2455 18.2348 -21.3943  -1.305
C: -25.3619 19.7723 -21.1587  0.433
C: -26.2135 20.4265 -20.1284  -0.496
O: -25.3628 21.4057 -19.5167  -0.329
C: -24.0910 21.0986 -19.8091  0.690
O: -23.0489 21.6881 -19.3979  -0.614
O: -24.1560 20.0632 -20.5866  -0.284
H: -25.4373 17.5306 -20.5847  0.342
H: -24.3286 18.0835 -21.9638  0.335
H: -25.9525 17.8250 -22.1156  0.412
H: -25.4376 20.3951 -22.0500  0.271
H: -26.5389 19.7367 -19.3496  0.267
H: -27.1387 20.9254 -20.4168  0.279
C: -19.0493 13.9105 -18.7263  -1.383
C: -18.0238 14.6317 -17.8147  0.377
C: -16.7548 14.9877 -18.5278  -0.354
O: -17.0576 16.3939 -18.7966  -0.327
C: -18.1088 16.8390 -18.0518  0.668
O: -18.4676 17.9770 -17.8249  -0.571
O: -18.6710 15.8262 -17.3839  -0.355
H: -19.1179 14.2159 -19.7704  0.329
H: -20.0730 13.9421 -18.3532  0.350
H: -18.6490 12.9022 -18.8317  0.384
H: -17.8968 13.9814 -16.9492  0.293
H: -16.4811 14.3568 -19.3734  0.305
H: -15.9467 15.0601 -17.8000  0.282

[5]
Entry from OMol25: C3H9Ag2ClO4P as an isolated structure at a distorted geometry (ωB97M-V/def2-TZVPD).

Computed properties:
**Calculated total energy**: -1515.9465 Eh
**HOMO energy**: -13.01 eV
**Net charge**: +1
**Molar mass**: 391.26 g mol⁻¹
**Relative energy (zero: lowest compared OMol25 entry of this formula, charge and spin)**: 20.2 kJ/mol
**HOMO-LUMO gap**: 7.228 eV

Each line ends with the Mulliken charge.
Cartesian coordinates (Å):
Ag: 3.1541 2.7859 0.8858  0.756
Ag: 1.0158 5.2249 -3.1924  0.744
Cl: 1.5866 4.4070 -0.6507  -0.527
C: -0.0375 -1.4441 2.8211  -0.587
O: -0.5075 -1.9487 1.5781  -0.359
P: -0.2200 -1.2075 0.2132  1.094
O: 1.1564 -1.3095 -0.2863  -0.694
O: -1.3439 -1.8205 -0.7313  -0.333
C: -1.0353 -1.8684 -2.1288  -0.665
O: -0.7581 0.2709 0.5106  -0.287
C: -0.2038 1.4006 -0.1292  -0.646
H: 0.6794 -0.6327 2.7043  0.268
H: 0.4288 -2.2537 3.3810  0.277
H: -0.8927 -1.1295 3.4192  0.258
H: -0.1213 -1.3340 -2.3810  0.321
H: -1.8678 -1.4509 -2.6927  0.267
H: -0.8984 -2.8898 -2.4826  0.269
H: 0.2729 2.0863 0.5812  0.165
H: -1.0264 1.9315 -0.6038  0.254
H: 0.6187 1.1822 -0.8159  0.423

[6]
Entry from OMol25: a single C4H12N2O molecule at a distorted geometry (ωB97M-V/def2-TZVPD).

Computed properties:
**Calculated total energy**: -344.2751 Eh
**SMILES**: NC[C@@H](N)CCO
**HOMO energy**: -9.44 eV
**Net charge**: 0
**Molar mass**: 104.15 g mol⁻¹
**Relative energy (zero: lowest compared OMol25 entry of this formula, charge and spin)**: 288.5 kJ/mol
**HOMO-LUMO gap**: 10.210 eV

Each line ends with the Mulliken charge.
Cartesian coordinates (Å):
N: -2.1069 1.1527 -1.3788  -0.597
C: -1.5501 0.0061 -0.5847  -0.740
C: -0.0074 0.1918 -0.3157  0.156
N: 0.6648 1.6342 -0.3918  -0.630
C: 0.1334 -0.5604 1.1165  -0.765
C: 1.6061 -1.2890 1.1960  -0.737
O: 2.8609 -0.4954 1.0288  -0.536
H: -3.2014 1.0445 -1.4743  0.269
H: -1.7705 0.9256 -2.3015  0.241
H: -1.6067 -1.0724 -1.0036  0.259
H: -2.0328 -0.0904 0.4354  0.359
H: 0.5243 -0.4819 -1.0913  0.326
H: -0.0668 2.3606 -0.1842  0.300
H: 0.9126 1.7352 -1.3775  0.277
H: 0.0170 0.1073 1.9410  0.415
H: -0.4282 -1.4657 1.4084  0.345
H: 1.5335 -2.1737 0.5570  0.343
H: 1.6884 -1.6484 2.1960  0.381
H: 2.8299 0.1193 0.2242  0.335